1.
The following is a DFT calculation (ωB97M-V/def2-TZVPD) of an isolated molecule of CH2ClO2P in a non-equilibrium geometry.

XYZ file:
```
7
Properties=species:S:1:pos:R:3:forces:R:3:mulliken_charge:R:1
O -0.519705 -1.362734 0.129500 -0.5 0.3 0.1 -0.3114
C -1.058728 -0.327602 0.100311 3.1 2.8 -0.6 0.6019
Cl -2.630308 0.153626 0.127652 -1.4 0.1 0.1 -0.0595
O -0.209849 1.085585 -0.044955 -2.6 -3.3 0.7 -0.3367
P 1.386412 0.860712 -0.044800 1.5 -2.4 -0.7 0.0161
H 1.462806 -0.136125 -1.261603 0.1 1.2 1.8 0.0400
H 1.569373 -0.273465 0.993896 -0.3 1.4 -1.4 0.0495
```
Forces are in eV/Å.

## Properties
- HOMO-LUMO gap (eV) = 9.92
- E (eV) = -26974.181
- HOMO energy (Ha) = -0.3517
- energy relative to the best compared isomer or geometry (same formula, charge and spin) (kcal/mol) = 36.1
- net charge = 0
- SMILES = O=C(Cl)OP

2.
The following is a DFT calculation (ωB97M-V/def2-TZVPD) of the ion CH2ClO3S with charge -1 in a non-equilibrium geometry.

XYZ file:
```
8
Properties=species:S:1:pos:R:3:forces:R:3:mulliken_charge:R:1
C -0.437526 -0.079614 0.064308 0.7 -1.6 0.3 -0.1148
O 1.445074 1.814099 -0.174310 -0.2 -0.9 0.3 -0.6151
O 1.942504 -0.233520 1.222046 -0.3 0.6 -0.7 -0.6038
O -1.074818 0.311838 -1.070346 -1.2 -0.4 -0.1 -0.4478
S 1.494868 0.316104 -0.097910 -0.3 0.0 0.6 0.4902
Cl -0.600415 -2.143280 0.213227 0.1 1.5 -0.3 -0.3852
H -0.796252 0.099931 1.108404 -0.2 0.3 -1.1 0.3458
H -1.973431 -0.085556 -1.265416 1.5 0.5 1.0 0.3307
```
Forces are in eV/Å.

## Properties
- HOMO-LUMO gap (eV) = 7.22
- E (eV) = -30569.974
- HOMO energy (Ha) = -0.1363
- energy relative to the best compared isomer or geometry (same formula, charge and spin) (kcal/mol) = 23.6
- net charge = -1

3.
The following is a DFT calculation (ωB97M-V/def2-TZVPD) of an isolated molecule of CH2ClP in a non-equilibrium geometry.

XYZ file:
```
5
Properties=species:S:1:pos:R:3:forces:R:3:mulliken_charge:R:1
H 0.862954 0.758518 0.250911 1.3 -0.4 -0.1 0.0147
P -0.176615 1.613629 -0.003517 -3.6 -4.1 0.4 0.0727
C -1.222961 0.009055 0.017593 -0.2 8.9 0.3 -0.3297
Cl -2.971851 0.164811 0.010025 1.1 -0.4 -0.1 -0.1394
H -0.858589 -0.886178 -0.202422 1.4 -3.9 -0.4 0.3817
```
Forces are in eV/Å.

## Properties
- HOMO-LUMO gap (spin up / spin down) (eV) = 8.01 / 8.01
- E (eV) = -22878.041
- HOMO energy (spin up / spin down) (Ha) = -0.3261 / -0.3261
- energy relative to the best compared isomer or geometry (same formula, charge and spin) (kcal/mol) = 42.9
- net charge = 0
- SMILES = [H]/P=C/Cl

Q: Which formula does entry 1 have?
A: CH2ClO2P

Q: E of number 2 (CH2ClO3S)?
A: -30569.974 eV

Q: Which value of net charge does entry 3 give?
A: 0